[1]
The following is a DFT calculation (ωB97M-V/def2-TZVPD) of C45H130N10O15 as an isolated structure in a non-equilibrium geometry.

Structure (XYZ):
```
200
Properties=species:S:1:pos:R:3:forces:R:3
H -1.018 -2.007 5.652 -0.267 -0.218 0.104
C 1.437 1.552 3.778 0.136 -0.516 -0.366
H 3.259 -8.343 3.150 -0.092 0.106 -0.043
H 1.548 9.002 -4.020 -0.137 -0.096 0.004
N 2.503 -8.703 2.571 0.165 0.223 -0.357
O 1.645 6.339 -0.583 0.382 -0.164 0.345
C -2.028 -4.816 -0.682 0.300 0.224 -0.188
H -2.586 -1.421 -0.802 0.115 -0.047 0.028
H -0.835 -5.920 -2.842 -0.244 -0.432 0.195
C -1.969 5.660 8.466 -0.522 0.190 0.193
H -3.340 6.409 -3.369 0.202 -0.014 0.294
H 1.764 -6.536 1.181 0.168 0.240 0.066
H 2.369 -7.114 -4.352 -0.092 0.044 0.082
O 0.242 -0.656 -1.558 0.277 -0.222 0.186
H -1.672 6.707 8.592 -0.094 0.044 -0.027
C -1.247 5.205 6.304 0.041 0.180 0.147
H -0.648 -3.014 0.695 -0.044 -0.008 -0.095
H -6.162 0.755 -1.497 -0.122 -0.365 0.038
C 1.233 4.998 5.876 -0.089 -0.024 0.300
H 2.972 -2.135 -5.110 -0.015 0.096 0.066
C 1.218 7.581 -1.084 -0.960 0.021 -0.091
H -1.580 -2.440 -1.841 -0.080 -0.036 0.064
H 1.981 -1.476 2.203 -0.036 0.005 0.049
H -0.678 -0.794 -5.294 0.116 0.002 0.359
H -0.192 5.444 -0.532 0.003 -0.174 0.207
H -1.068 -1.516 -7.389 0.108 0.114 0.019
H 0.195 -3.158 4.420 -0.104 -0.153 -0.018
H 3.569 -6.429 1.425 -0.300 0.115 0.180
H -2.970 5.619 8.015 0.031 0.125 -0.023
C 3.063 -6.375 -4.748 0.385 0.789 -0.292
C -0.319 -5.879 -1.875 0.287 0.643 -0.361
C 2.237 -2.522 2.037 0.584 -0.346 0.344
H -1.264 -0.526 -2.839 0.050 0.228 -0.118
H 3.763 -8.800 0.876 0.016 0.271 -0.139
H 2.410 -2.005 4.772 0.135 0.114 -0.208
H 3.441 -7.161 -2.303 0.310 0.100 0.195
H -3.756 5.589 -1.797 0.329 0.048 -0.032
C -2.416 3.845 -3.534 -0.110 -0.391 0.626
H -1.107 0.719 1.762 -0.237 0.248 0.108
H 2.837 0.729 -4.576 0.201 0.017 0.249
H -2.453 0.493 -3.295 0.013 -0.253 -0.072
H -4.994 6.057 -2.946 0.008 -0.108 0.012
C 1.129 -1.737 -1.717 -0.283 -0.017 -0.246
N -1.017 1.529 1.143 0.261 -0.759 -0.269
H 1.986 4.310 5.489 0.017 0.124 -0.186
H -5.150 -0.609 -0.896 -0.036 -0.085 0.034
C -4.288 2.170 5.563 -0.157 -0.081 0.565
H -2.120 3.789 -2.472 0.099 0.187 -0.122
H 2.235 -4.409 7.432 -0.048 0.145 0.130
H 0.739 -5.792 -2.129 -0.199 -0.063 0.230
H 4.798 1.313 -0.070 0.003 -0.071 0.085
H -3.495 -3.617 0.211 0.091 0.176 0.281
H -1.728 -3.691 1.696 0.159 0.221 0.213
H 0.748 2.456 -0.540 -0.043 0.245 -0.074
H 1.348 5.024 6.960 -0.002 0.019 -0.016
O -0.710 -4.697 -1.197 0.165 -0.331 0.159
H -0.743 -1.574 3.263 -0.223 0.510 0.100
C 3.045 -5.317 -0.812 1.040 -2.676 3.430
H -4.404 1.389 -2.790 -0.196 0.073 0.138
H -4.728 2.513 4.621 0.107 0.115 -0.025
C -5.148 0.409 -1.268 0.088 1.067 -0.214
H -3.035 1.171 3.513 -0.141 -0.393 -0.067
H 4.709 -7.447 -3.198 0.332 0.168 0.005
H 1.763 -10.218 0.548 -0.128 0.052 0.177
H -1.709 -0.734 -8.828 -0.116 0.068 0.029
H 1.993 -4.435 2.931 0.221 -0.120 0.329
O -3.731 0.889 5.442 0.038 -0.226 0.111
H 1.951 7.037 -2.986 -0.153 0.021 -0.009
H 3.833 -4.808 -0.242 0.260 -0.124 0.109
H 2.097 -9.124 -0.753 -0.152 0.153 -0.013
H -0.449 -6.771 -1.257 -0.205 -0.074 -0.117
H -1.745 -2.660 -4.257 -0.015 -0.069 -0.168
H -1.238 6.287 6.111 -0.026 -0.048 -0.122
H 3.904 -2.106 -3.587 0.204 0.045 -0.151
H -1.701 0.666 -0.677 -0.060 0.101 0.086
H -2.331 2.812 -3.899 0.029 0.108 -0.263
N 0.352 -3.183 3.416 0.661 -0.315 0.532
H 3.318 -2.621 1.881 -0.085 0.135 -0.152
C -1.412 -0.996 5.693 0.096 0.524 -0.468
H -2.083 -0.855 6.536 0.286 -0.076 0.266
H -1.898 -0.905 2.392 -0.332 -0.064 0.242
H -2.769 -2.304 -5.686 0.212 -0.039 -0.021
H -5.602 3.599 -2.696 0.008 0.028 -0.564
C -0.771 1.031 -0.225 0.738 0.757 -0.166
H -1.781 1.310 -5.900 0.129 -0.030 0.115
H -3.273 -1.838 -4.070 -0.005 0.277 -0.104
H -4.773 1.110 -0.510 0.021 -0.299 0.233
N -1.626 -2.989 0.968 -0.687 -0.563 -0.106
N -1.556 0.108 -3.578 0.632 -0.032 -0.512
C -1.667 -0.598 -4.863 -0.698 0.122 0.116
H 2.169 -1.398 -1.641 0.075 -0.086 0.024
H 3.309 0.727 -0.806 -0.291 0.220 0.084
C 3.454 8.222 -2.020 -0.218 -0.578 -0.062
H -3.357 -2.495 -1.912 0.113 -0.325 -0.016
H -2.226 4.797 6.011 -0.019 0.155 -0.049
H 2.580 -9.712 2.651 -0.189 0.021 0.196
H -2.761 2.495 0.233 0.297 0.092 0.186
H 1.818 9.893 -2.724 -0.274 0.085 0.039
C 0.646 5.653 0.152 -0.299 0.294 -0.644
H -2.243 4.523 1.318 -0.065 0.073 0.090
H -1.843 1.452 4.742 -0.204 -0.002 0.205
N -0.386 4.646 4.065 -0.252 -0.396 0.121
H 1.850 0.800 -3.023 0.441 0.281 -0.128
C -2.472 -3.463 -0.146 0.210 0.140 -0.360
H 1.403 6.000 5.480 0.028 -0.034 -0.081
C 3.850 -5.665 -3.621 0.026 -2.048 -0.647
C 3.498 -2.746 -4.381 -0.307 -0.169 0.132
H -4.189 4.396 -4.587 -0.140 -0.131 0.021
H -2.022 -5.559 0.128 -0.177 -0.099 -0.096
H 1.310 8.380 -0.332 0.117 -0.072 0.025
H -0.192 -0.882 0.471 -0.020 -0.177 -0.370
C 2.751 -6.915 0.871 0.011 -0.417 0.096
H 4.021 8.265 -2.951 0.117 0.249 0.081
H 3.623 -3.262 4.314 0.058 0.204 0.200
H 1.582 0.643 3.181 -0.177 -0.086 0.152
H 0.179 3.908 3.634 0.086 0.634 -0.135
C -1.447 -0.564 -7.784 0.128 -0.156 -0.184
H 3.530 9.157 -1.461 0.070 0.076 -0.101
C -0.248 4.623 -3.952 0.318 -0.082 -0.272
H 0.131 3.602 -4.090 -0.145 -0.015 0.013
C 1.897 0.507 -4.081 -0.904 -0.196 -0.100
H 0.243 6.239 0.985 0.253 -0.038 0.124
C -3.856 4.315 -3.551 -0.028 0.205 0.579
C 1.985 7.917 -2.339 0.577 0.373 -0.111
H 2.531 -5.680 -5.403 -0.094 0.020 0.145
O 3.088 2.086 0.814 -0.003 0.067 -0.313
O -3.230 3.298 -0.036 -0.371 0.236 0.149
H 2.099 -4.827 -0.547 -0.194 0.158 -0.322
C -2.181 -0.621 4.444 -0.338 -0.767 -1.533
H 1.077 4.719 0.497 -0.048 -0.012 0.169
H -0.653 0.192 -7.750 -0.009 -0.033 0.116
C 2.704 -3.702 6.751 -0.194 -0.404 -0.333
C -3.253 4.161 1.107 0.348 -0.496 -0.291
H 1.216 0.042 0.131 -0.044 0.640 -0.235
O 1.473 2.677 2.902 0.387 -0.483 0.426
H 0.046 0.824 -4.409 -0.292 0.480 0.130
H -0.128 1.920 1.459 -0.175 0.414 0.056
H -0.177 -3.983 3.093 0.135 -0.065 -0.046
H -5.069 2.085 6.320 -0.111 0.040 -0.172
H -0.216 3.438 5.761 -0.035 0.127 0.417
N -1.346 -0.738 3.228 0.542 -0.210 0.270
C 1.821 -3.396 3.224 -1.304 0.563 -1.007
H 3.797 -6.878 -5.382 -0.130 -0.195 0.085
C 3.063 -4.587 -2.923 -1.596 4.236 -4.393
H 3.759 -3.982 6.663 0.066 0.266 0.056
H 0.944 -2.538 -0.990 -0.028 0.056 0.015
H 4.751 -5.244 -4.064 0.031 0.228 0.122
O -1.043 4.966 7.685 0.122 -0.362 -0.187
O 0.866 1.154 -4.822 0.343 -0.243 0.267
H -1.336 4.336 3.850 -0.008 0.219 0.120
H 2.226 1.553 4.539 -0.066 0.333 0.015
H 3.688 -4.095 -2.159 0.144 1.437 -1.400
C -2.494 -2.414 -1.248 -0.229 0.397 0.074
H -0.540 -0.335 5.745 -0.100 0.064 0.320
H 1.717 -0.577 -4.058 0.262 0.107 -0.253
H -4.326 3.288 -1.851 0.393 -0.006 -0.245
C -2.351 0.378 -5.813 -0.576 -0.197 -0.250
H 2.217 2.473 2.308 -0.267 0.374 -0.139
C -0.198 2.200 -1.032 0.288 -0.625 0.076
H -3.625 3.617 1.979 -0.049 0.144 0.064
C 0.202 -0.144 -0.256 -0.515 -0.543 1.002
H 0.758 -8.756 0.355 -0.013 0.017 0.134
H -0.022 4.942 -2.926 -0.049 0.052 -0.017
O -4.332 0.483 -2.421 0.133 -0.325 -0.222
C -2.404 -1.924 -4.728 -0.198 -0.239 0.011
N 4.288 -6.703 -2.642 0.397 -0.255 -1.375
C -2.702 0.794 4.493 0.460 0.773 0.041
H -0.864 3.058 -1.024 0.020 0.031 -0.017
O -2.604 -0.149 -7.103 0.006 -0.056 -0.114
H 0.265 5.264 -4.670 0.109 0.062 0.168
H -2.065 5.198 9.448 0.301 -0.070 0.002
H 3.216 2.908 0.330 -0.043 -0.029 -0.040
H 3.885 7.429 -1.404 -0.021 0.027 -0.010
C 3.762 1.032 0.142 0.527 -0.136 -0.004
H -3.352 0.608 -5.434 0.107 0.119 0.159
C -3.969 5.677 -2.862 -0.553 0.135 -0.594
C 2.558 -3.058 4.492 0.177 -0.136 -0.262
H 0.150 7.524 -1.348 0.110 0.024 -0.008
H -3.904 5.004 0.890 -0.051 -0.006 -0.050
O 2.050 -3.873 5.506 -0.068 -0.358 0.433
C 2.773 -8.403 1.146 0.197 -0.794 0.151
H 3.252 -5.285 -1.879 1.058 -3.175 6.585
H 2.200 -4.958 -2.361 -0.977 1.146 -2.827
O -1.616 4.740 -4.250 -0.102 0.052 -0.113
C -0.163 4.513 5.521 0.262 -0.718 -0.534
H 2.579 -2.677 7.111 0.163 0.009 0.103
H 0.037 1.890 -2.051 -0.211 0.127 -0.045
H 1.728 -2.869 1.139 -0.007 0.055 -0.047
H -3.567 2.895 5.964 0.117 0.029 -0.320
H -3.043 -1.293 4.308 -0.069 0.099 0.434
H 0.941 -2.133 -2.716 0.218 -0.118 0.127
C 1.769 -9.157 0.288 0.273 -0.126 -0.399
N -4.639 3.295 -2.829 -0.318 -0.089 0.521
O 2.543 -3.629 -3.813 0.089 0.406 -1.386
O 2.973 -6.696 -0.506 -0.611 0.140 1.577
H -2.696 -5.133 -1.494 -0.100 -0.122 0.133
H 0.463 1.468 4.252 -0.040 0.161 -0.010
N 1.334 9.052 -3.029 0.426 -0.117 0.096
H 3.762 0.177 0.815 0.000 -0.015 -0.009
H 4.303 -3.261 -4.914 0.059 -0.049 0.147
```
Forces are in eV/Å.

Output
- HOMO energy (eV) = -8.8
- HOMO-LUMO gap (eV) = 9.16
- energy above the lowest of the compared OMol25 structures with the same formula, charge and spin (kJ/mol) = 123.6



[2]
The following is a DFT calculation (ωB97M-V/def2-TZVPD) of a 2-piece molecular cluster, C2H4OS3 overall in a non-equilibrium geometry.

Structure (XYZ):
```
10
Properties=species:S:1:pos:R:3:forces:R:3
H 1.757 1.107 1.254 -2.037 -0.332 -1.026
H 0.470 1.792 0.054 0.565 -1.729 1.305
H 0.377 -1.245 0.474 0.473 -0.123 0.004
H -0.033 0.977 1.605 0.436 -0.931 -0.973
C 0.694 0.871 0.761 1.977 3.934 0.434
S 1.447 -0.693 -1.461 1.710 -0.188 -1.405
C 0.805 -0.362 -0.013 -2.296 -0.894 1.229
O -1.694 -1.234 -2.196 0.478 0.246 0.512
S -2.326 -0.882 0.575 -0.263 -0.078 0.030
S -1.497 -0.333 -1.052 -1.044 0.095 -0.110
```
Forces are in eV/Å.

Output
- 2S+1 = 3
- HOMO energy (spin up / spin down) (eV) = -7.5 / -9.3
- HOMO-LUMO gap (spin up / spin down) (eV) = 6.59 / 6.18
- <S²> = 2.022
- energy above the lowest of the compared OMol25 structures with the same formula, charge and spin (kJ/mol) = 38.9



[3]
The following is a DFT calculation (ωB97M-V/def2-TZVPD) of a 4-piece molecular cluster, C24H56O10P overall in a non-equilibrium geometry.

Structure (XYZ):
```
91
Properties=species:S:1:pos:R:3:forces:R:3
H -2.642 7.226 2.348 0.118 -0.104 0.183
C -0.779 -2.799 1.764 -0.102 0.077 0.002
O -5.338 -1.958 -2.102 -0.100 -0.019 0.438
C 4.462 -3.854 -1.338 0.056 -0.224 0.093
H -0.712 -2.975 -3.790 -0.088 -0.306 0.030
H -0.255 -3.757 1.681 0.061 0.037 -0.082
C -0.866 1.441 3.054 -0.055 0.089 -0.220
C 4.940 -2.557 -0.712 0.270 -0.035 0.006
H 0.069 8.357 3.629 -0.079 -0.234 0.014
H 1.963 1.039 2.044 0.174 -0.041 0.138
C -2.727 8.144 4.310 -0.057 -0.262 0.044
H 5.658 -0.095 -2.700 0.062 -0.001 0.023
C 0.194 7.084 1.882 0.047 -0.087 0.127
C -2.356 -5.033 -3.521 -0.195 -0.069 0.188
C 1.670 -1.010 2.525 0.146 -0.057 -0.115
H -6.448 -3.646 -1.721 0.014 0.010 0.190
H -1.585 7.713 6.966 0.015 0.125 0.052
H 1.251 6.863 2.078 0.066 0.164 -0.118
H 5.299 -4.505 -1.592 0.136 0.188 -0.085
H 3.161 -3.116 -4.300 -0.009 -0.116 0.012
H -0.740 -2.845 3.870 0.072 -0.065 -0.030
C -0.422 -2.151 3.088 -0.167 0.208 0.229
H -0.796 2.509 2.831 0.008 0.033 0.147
H 0.817 -1.794 -0.888 -0.052 -0.008 -0.067
H -3.431 8.779 2.427 0.038 0.077 0.025
H 4.751 -4.919 -4.618 0.041 -0.029 0.032
H 5.956 0.171 -0.973 -0.109 0.081 0.024
H -0.516 4.380 1.102 -0.067 -0.002 -0.180
H -3.121 -5.525 -1.577 1.063 1.370 0.931
P -2.074 -3.310 -3.785 -2.340 0.670 0.442
H -2.603 -5.623 -4.404 2.072 -0.272 -0.455
H -1.067 9.085 5.944 -0.032 0.009 -0.004
H -0.051 7.643 6.077 -0.023 -0.050 0.020
O -0.567 5.996 2.382 -0.249 0.163 -0.158
H 5.550 -2.814 0.162 -0.187 -0.086 0.121
C -7.404 -2.582 -3.286 0.452 0.140 0.179
O -0.495 -1.962 0.649 0.178 -0.107 -0.015
H -8.106 -3.412 -3.290 -0.271 0.168 -0.017
H 0.062 7.194 0.801 -0.059 -0.054 -0.002
C -2.316 -5.673 -2.297 -0.239 0.506 -0.068
C -4.353 -2.912 -2.352 0.158 0.202 -0.583
H -7.899 -1.629 -3.449 -0.138 -0.043 -0.049
H 4.323 -0.269 -1.551 -0.009 -0.016 0.036
H 1.382 0.765 3.695 -0.084 -0.015 0.025
H -1.859 -2.994 1.761 0.016 -0.125 0.148
O 0.954 -1.934 3.329 0.048 -0.124 -0.009
H 5.300 -3.390 -5.337 -0.216 -0.048 -0.083
C -3.023 -2.207 -2.658 0.321 -0.280 0.143
H -0.998 -1.239 3.249 0.009 0.059 -0.245
H -3.684 7.652 4.524 -0.119 0.172 -0.079
H 7.585 -5.439 -4.412 -0.041 -0.127 -0.011
C -6.622 -2.596 -1.978 -0.005 -0.705 -0.233
H 3.897 -4.385 -0.567 -0.070 0.056 -0.014
C -1.082 7.995 6.036 -0.040 -0.232 0.012
H 4.076 -1.979 -0.363 -0.012 0.051 -0.062
O 6.337 -3.958 -3.683 -0.234 -0.211 0.213
C 4.036 -3.151 -3.641 -0.079 0.286 -0.073
H -2.089 4.768 1.835 0.039 -0.042 0.033
H -4.665 -3.524 -3.212 0.069 -0.080 -0.025
C 0.238 -2.569 -0.383 -0.065 0.295 0.136
H 6.159 -6.030 -3.508 -0.015 0.001 -0.042
H -2.461 -2.018 -1.743 0.093 -0.034 0.008
H -0.450 -3.025 -1.110 0.109 -0.265 -0.125
O -1.709 7.378 4.929 0.177 0.319 -0.105
O 3.563 -3.736 -2.435 -0.106 0.013 -0.001
O -0.040 0.697 2.175 -0.061 -0.216 0.322
H -0.615 1.269 4.103 0.053 -0.001 -0.004
C 5.396 -0.429 -1.696 0.250 -0.050 0.005
H 1.680 -1.328 1.480 -0.177 0.124 -0.053
O 5.750 -1.793 -1.584 -0.406 0.044 -0.159
O -1.439 8.918 2.319 -0.016 0.063 -0.084
C 1.270 0.447 2.655 -0.030 0.097 -0.264
H -3.185 -1.237 -3.127 -0.006 -0.077 -0.235
H 0.541 9.145 2.150 -0.058 0.002 -0.088
H -2.568 -3.014 -5.066 0.342 -0.089 0.046
C 6.917 -5.243 -3.569 0.137 0.165 -0.031
H 7.502 -5.265 -2.649 0.046 0.049 -0.035
H -6.712 -2.749 -4.114 -0.017 -0.002 -0.057
H -1.898 1.121 2.897 0.007 0.021 -0.059
C 5.115 -3.912 -4.390 0.165 0.091 -0.003
H -1.477 5.776 0.519 0.044 -0.002 -0.025
C -0.143 8.398 2.560 0.159 0.123 0.244
H -1.533 -6.367 -2.003 -0.915 -1.447 -0.848
H -4.174 -3.597 -1.515 -0.295 0.078 0.152
H -7.171 -2.173 -1.141 0.100 0.349 -0.067
H 0.937 -3.321 -0.010 -0.040 -0.081 -0.066
H -2.769 9.158 4.721 0.091 0.009 0.019
H 2.705 -1.084 2.868 -0.029 -0.006 0.086
C -1.184 5.196 1.399 0.121 -0.076 0.212
H 4.324 -2.111 -3.481 0.237 -0.064 0.058
C -2.572 8.216 2.803 -0.116 -0.103 -0.150
```
Forces are in eV/Å.

Output
- net charge = +1
- HOMO energy (eV) = -10.2
- HOMO-LUMO gap (eV) = 4.67



[4]
The following is a DFT calculation (ωB97M-V/def2-TZVPD) of C3H5LiO3Sc as an isolated structure in a non-equilibrium geometry.

Structure (XYZ):
```
13
Properties=species:S:1:pos:R:3:forces:R:3
H -0.188 0.420 2.476 0.588 0.514 0.549
H 2.346 0.688 1.225 0.535 0.221 -0.068
O 0.132 0.205 -4.535 -0.789 0.052 1.856
C 1.539 -0.043 1.274 -0.156 0.826 2.092
H -0.091 -0.987 0.052 -1.509 0.299 0.041
H 1.765 -1.100 1.414 0.453 -0.389 -0.676
O -0.743 -0.547 0.687 2.001 -0.394 -0.638
O -0.800 0.346 -2.421 -1.096 0.048 3.254
H -0.018 1.408 0.964 0.075 0.227 0.393
Sc -1.951 -1.924 1.755 -1.684 -1.849 1.117
C -0.333 0.271 -3.487 1.742 -0.060 -4.610
C 0.145 0.431 1.431 0.270 -0.207 -1.707
Li -1.803 0.834 -0.834 -0.430 0.712 -1.605
```
Forces are in eV/Å.

Output
- net charge = +4
- 2S+1 = 2
- HOMO energy (spin up / spin down) (eV) = -26.3 / -26.3
- HOMO-LUMO gap (spin up / spin down) (eV) = 5.06 / 5.06
- <S²> = 0.750